No. 1
Entry from the OMol25 dataset: C5H4O2 in the gas phase (wB97M-V/def2-TZVPD).

Results
- HOMO-LUMO gap: 8.7 eV
- ΔE to the lowest compared entry with this formula, charge and spin: 584.55 kJ/mol
- Net charge: 0
- Total energy: -9338.1237 eV
- Molecular weight: 96.085 g mol⁻¹

Each line ends with the Mulliken charge.
Atoms and positions in Å:
H (0.02, 1.59, -1.12)  0.276
C (-1.34, -0.89, -0.24)  -0.854
O (0.41, -0.87, 1.35)  -0.384
C (1.01, -0.36, -0.83)  0.136
O (1.86, -0.70, -1.59)  -0.498
C (0.49, 0.99, -0.33)  -0.492
H (-1.16, 0.68, 1.34)  0.421
H (1.23, 1.58, 0.22)  0.299
H (-1.99, -1.28, 0.55)  0.200
C (0.03, -1.12, 0.09)  0.917
C (-0.54, 0.28, 0.55)  -0.021

***

No. 2
Entry from the OMol25 dataset: C5H4O2 in the gas phase at a distorted geometry (wB97M-V/def2-TZVPD).

Results
- HOMO-LUMO gap: 8.6 eV
- ΔE to the lowest compared entry with this formula, charge and spin: 202.74 kJ/mol
- Net charge: 0
- Total energy: -9342.0808 eV
- SMILES: O=C=C/C=C\C=O
- Molecular weight: 96.085 g mol⁻¹

Each line ends with the Mulliken charge.
Atoms and positions in Å:
C (0.81, -0.87, -0.22)  -0.442
C (0.92, -0.06, 0.84)  -0.147
C (-1.05, 1.13, 0.16)  0.622
C (0.02, 1.06, 0.95)  -0.663
C (-0.29, -0.75, -1.23)  0.064
H (-1.02, -1.53, -0.95)  0.318
H (1.24, -1.86, -0.23)  0.287
O (-2.04, 1.32, -0.40)  -0.324
H (1.63, -0.25, 1.65)  0.378
O (-0.42, -0.08, -2.23)  -0.455
H (0.14, 1.91, 1.61)  0.363

***

No. 3
Entry from the OMol25 dataset: C5H4O2 in the gas phase at a distorted geometry (wB97M-V/def2-TZVPD).

Results
- HOMO-LUMO gap: 9.4 eV
- ΔE to the lowest compared entry with this formula, charge and spin: 185.33 kJ/mol
- Net charge: 0
- Total energy: -9342.2612 eV
- SMILES: O=C1C=CCC1=O
- Molecular weight: 96.085 g mol⁻¹

Each line ends with the Mulliken charge.
Atoms and positions in Å:
C (1.02, -0.62, 0.18)  -0.582
H (1.43, -1.08, 1.08)  0.301
C (0.62, 0.82, 0.47)  -0.241
C (-0.92, 0.06, -1.05)  0.404
H (1.08, 1.38, 1.27)  0.345
H (-1.35, 1.69, 0.42)  0.317
H (1.68, -0.82, -0.68)  0.294
C (-0.57, 1.14, -0.09)  -0.385
C (-0.45, -1.03, -0.09)  0.587
O (-1.35, 0.07, -2.17)  -0.514
O (-1.19, -1.61, 0.66)  -0.527

***

No. 4
Entry from the OMol25 dataset: 2 unconnected molecules or ions with the total composition C5H4O2 at a distorted geometry (wB97M-V/def2-TZVPD).

Results
- HOMO-LUMO gap: 9.0 eV
- ΔE to the lowest compared entry with this formula, charge and spin: 190.72 kJ/mol
- Net charge: 0
- Total energy: -9342.2055 eV
- Molecular weight: 96.085 g mol⁻¹

Each line ends with the Mulliken charge.
Atoms and positions in Å:
C (0.99, -0.66, 0.27)  -0.679
C (1.46, 0.55, 0.53)  0.789
H (-2.34, -1.19, -0.65)  0.243
H (1.79, -1.37, 0.49)  0.295
H (-0.13, -2.11, -0.84)  0.283
H (-1.74, 0.17, 0.45)  0.310
O (2.12, 1.46, 0.87)  -0.414
C (-0.11, 1.92, -0.33)  0.061
O (-0.27, 3.04, -0.37)  -0.184
C (-0.26, -1.18, -0.28)  0.029
C (-1.50, -0.71, -0.15)  -0.733

***

No. 5
Entry from the OMol25 dataset: a molecular structure, C5H4O2Rb at a distorted geometry (wB97M-V/def2-TZVPD).

Results
- HOMO-LUMO gap (alpha / beta): 6.5 / 6.5 eV
- ΔE to the lowest compared entry with this formula, charge and spin: 392.73 kJ/mol
- Net charge: +1
- Total energy: -9983.8980 eV
- Molecular weight: 181.553 g mol⁻¹

Each line ends with the Mulliken charge.
Atoms and positions in Å:
C (-0.66, -0.80, 1.29)  -0.187
H (0.13, 1.71, 1.19)  0.330
C (0.31, -0.51, -1.59)  0.790
H (-2.15, 0.31, 2.45)  0.321
O (0.11, 1.17, 1.98)  -0.591
H (-1.22, 0.68, 0.17)  0.349
Rb (2.09, -0.11, -6.23)  0.989
C (-1.47, 0.30, 1.59)  -0.339
O (0.63, -0.39, -2.73)  -0.563
H (1.57, -1.20, 1.24)  0.359
C (-0.02, -0.50, -0.34)  -0.724
C (0.67, -0.65, 0.98)  0.266

***

No. 6
Entry from the OMol25 dataset: C5H4O2S in the gas phase (wB97M-V/def2-TZVPD).

Results
- HOMO-LUMO gap: 9.4 eV
- ΔE to the lowest compared entry with this formula, charge and spin: 59.39 kJ/mol
- Net charge: 0
- Total energy: -20178.9850 eV
- SMILES: C=C1C=COC(=O)S1
- Molecular weight: 128.152 g mol⁻¹

Each line ends with the Mulliken charge.
Atoms and positions in Å:
H (-2.80, 0.40, 0.50)  0.238
O (1.86, -0.72, -0.67)  -0.332
H (-1.45, -1.25, -0.75)  0.310
H (0.69, -2.11, -1.52)  0.389
S (0.80, 1.31, 0.84)  -0.148
O (3.23, 0.74, 0.24)  -0.484
C (-0.55, -0.74, -0.46)  -0.637
C (-0.70, 0.46, 0.37)  0.823
H (-1.93, 1.81, 1.44)  0.253
C (2.11, 0.38, 0.08)  0.581
C (-1.87, 0.93, 0.80)  -0.889
C (0.61, -1.22, -0.90)  -0.105

***

No. 7
Entry from the OMol25 dataset: C5H4O2S in the gas phase at a distorted geometry (wB97M-V/def2-TZVPD).

Results
- HOMO-LUMO gap: 7.5 eV
- ΔE to the lowest compared entry with this formula, charge and spin: 417.69 kJ/mol
- Net charge: 0
- Total energy: -20175.2714 eV
- SMILES: C=C(C=O)C(=S)C=O
- Molecular weight: 128.152 g mol⁻¹

Each line ends with the Mulliken charge.
Atoms and positions in Å:
O (-0.97, -1.68, 1.03)  -0.473
H (1.59, 1.73, 1.01)  0.194
H (0.47, -3.01, 0.11)  0.324
C (-1.30, 0.38, -0.83)  0.118
O (-1.40, -0.71, -1.51)  -0.490
C (0.50, 1.81, 0.58)  -0.738
H (-2.03, 1.27, -0.88)  0.298
C (-0.03, 0.64, 0.03)  0.406
H (0.00, 2.81, 0.95)  0.275
C (0.69, -0.62, -0.30)  0.106
S (2.35, -0.67, -0.62)  -0.165
C (0.14, -1.95, 0.42)  0.146

***

No. 8
Entry from the OMol25 dataset: a molecular structure, C5H4O2S at a distorted geometry (wB97M-V/def2-TZVPD).

Results
- HOMO-LUMO gap: 9.4 eV
- ΔE to the lowest compared entry with this formula, charge and spin: 382.30 kJ/mol
- Net charge: 0
- Total energy: -20175.6382 eV
- Molecular weight: 128.152 g mol⁻¹

Each line ends with the Mulliken charge.
Atoms and positions in Å:
C (0.13, -0.60, -0.01)  0.819
O (-0.63, -1.73, -0.02)  -0.476
C (-1.76, -0.79, -0.08)  -0.015
H (-2.18, -0.87, 0.94)  0.218
H (-2.42, -1.04, -0.97)  0.226
H (-0.80, 2.53, -0.39)  0.368
H (3.53, -0.26, 1.02)  0.155
C (1.36, -0.02, 0.13)  -0.441
C (-0.93, 0.41, -0.28)  0.111
S (2.98, -0.62, -0.25)  -0.243
C (-0.31, 1.58, -0.17)  -0.412
O (1.04, 1.40, 0.08)  -0.310